1.
Computed, not measured: a molecular structure, C23H29As2CrN3O2S, with wB97M-V/def2-TZVPD.

Atoms and positions in Å:
Cr: 11.5252 10.7877 5.7439
C: 10.7920 13.8697 4.5486
As: 10.7258 13.0130 6.2940
C: 11.8399 14.4261 7.0531
C: 9.0123 13.6805 7.0516
C: 9.1387 13.9173 8.4224
C: 8.0838 14.5522 9.1192
C: 7.0129 15.0529 8.3709
C: 6.9801 14.8681 7.0175
C: 7.8751 14.0338 6.3318
As: 7.5351 13.6264 4.4282
C: 6.7955 15.3843 3.9130
C: 5.7502 12.6695 4.6047
H: 10.3163 14.8631 4.6091
H: 10.3324 13.2952 3.7796
H: 11.8534 13.9393 4.3028
H: 11.4979 15.4050 6.7616
H: 12.8775 14.3398 6.6853
H: 11.9172 14.4804 8.1419
H: 10.0804 13.6320 8.8126
H: 8.0941 14.7683 10.1710
H: 6.2983 15.6197 8.9160
H: 6.1362 15.3368 6.4428
H: 7.5138 16.1793 4.0947
H: 5.8178 15.5692 4.4438
H: 6.5261 15.3588 2.8400
H: 4.9145 13.3936 4.4514
H: 5.6505 12.1506 5.5767
H: 5.8073 12.0361 3.7475
C: 10.1939 7.7084 8.4954
C: 10.3293 8.9612 7.6988
N: 11.4129 9.7578 7.6194
O: 12.5588 9.2084 8.3427
C: 9.1489 9.5595 6.9725
C: 7.7475 9.1912 7.4707
N: 9.4381 10.4227 5.9955
O: 8.4438 10.8865 5.2955
H: 10.7629 6.8915 7.9897
H: 9.1164 7.4399 8.6463
H: 10.7059 7.8506 9.4664
H: 13.3039 9.7878 8.1127
H: 7.7938 9.1626 8.5710
H: 7.4642 8.1494 7.1852
H: 6.9378 9.7818 7.0194
S: 15.7245 9.6313 5.1462
C: 15.7706 11.2974 5.4794
C: 14.5548 11.9177 5.5914
C: 13.4685 10.9922 5.4961
C: 13.9845 9.7113 5.2308
C: 13.1347 8.5390 5.0875
C: 13.5426 7.1987 5.0448
C: 12.6449 6.2575 4.6301
C: 11.2976 6.5934 4.4234
C: 10.9584 7.9219 4.5598
N: 11.8103 8.8609 4.9237
H: 16.7112 11.7727 5.4453
H: 14.4193 12.9618 5.6860
H: 14.6206 6.9848 5.2853
H: 13.0233 5.2443 4.4088
H: 10.5239 5.8931 4.2256
H: 9.9882 8.2718 4.2481

2S+1: 4
Kohn-Sham gap (spin up / spin down) (eV): 6.00 / 6.73
HOMO level (spin up / spin down) (eV): -10.54 / -10.55
Total charge: +1
E_tot (eV): -193809.7148
Maximum force (eV Å⁻¹): 3.26



2.
Computed, not measured: 3 unconnected molecules or ions with the total composition C23H29BrFIO3, with wB97M-V/def2-TZVPD.

Atoms and positions in Å:
C: 3.4230 -3.3639 2.4300
C: 2.9693 -1.9980 1.9317
C: 4.0010 -0.8976 2.1482
Br: 4.4292 -0.7648 4.0507
C: 3.6565 0.4923 1.5464
C: 2.1963 0.6584 1.0840
C: 1.1790 0.8909 2.2011
C: -0.0872 1.5703 1.6980
I: -1.4934 0.1715 0.9005
O: 3.9231 1.5792 2.4609
C: 4.2270 2.6747 1.7299
O: 4.2767 3.7776 2.1493
O: 4.5752 2.3196 0.4684
C: 4.5753 0.8902 0.3681
C: 6.0397 0.4632 0.2994
C: 6.8770 0.5173 1.5611
F: 6.0636 -0.8337 -0.2172
H: 2.7575 -4.1389 2.0511
H: 3.4137 -3.4128 3.5181
H: 4.4379 -3.5905 2.0958
H: 2.0183 -1.7287 2.3921
H: 2.8081 -2.0738 0.8513
H: 4.9209 -1.2475 1.6892
H: 2.1769 1.5242 0.4121
H: 1.9095 -0.2001 0.4757
H: 0.9025 -0.0580 2.6624
H: 1.6151 1.5111 2.9870
H: 0.1155 2.2793 0.8984
H: -0.6142 2.0794 2.4990
H: 4.1023 0.5846 -0.5679
H: 6.4821 1.1173 -0.4551
H: 6.7385 -0.3777 2.1639
H: 7.9308 0.5661 1.2899
H: 6.6314 1.3890 2.1684
C: -6.6967 2.1197 -2.1416
C: -6.6262 3.5058 -2.1115
C: -5.6302 4.1347 -1.3770
C: -4.7049 3.3767 -0.6726
C: -4.7763 1.9908 -0.7000
C: -5.7721 1.3621 -1.4357
H: -7.4721 1.6292 -2.7162
H: -7.3482 4.0966 -2.6609
H: -5.5752 5.2157 -1.3543
H: -3.9264 3.8666 -0.1010
H: -4.0492 1.4028 -0.1545
H: -5.8255 0.2805 -1.4625
C: -4.1118 -1.8680 -3.9548
C: -4.6732 -3.0574 -4.3986
C: -4.7930 -4.1352 -3.5319
C: -4.3509 -4.0244 -2.2209
C: -3.7869 -2.8358 -1.7784
C: -3.6682 -1.7574 -2.6442
H: -4.0223 -1.0254 -4.6286
H: -5.0185 -3.1443 -5.4209
H: -5.2323 -5.0620 -3.8783
H: -4.4462 -4.8639 -1.5441
H: -3.4415 -2.7488 -0.7555
H: -3.2306 -0.8286 -2.2980

2S+1: 1
Kohn-Sham gap (eV): 9.66
HOMO level (eV): -9.30
E_tot (eV): -111325.1500
Maximum force (eV Å⁻¹): 0.78



3.
Computed, not measured: a molecular structure, C23H29F6N6O4RuS2Te, with wB97M-V/def2-TZVPD.

Atoms and positions in Å:
Ru: -0.3009 0.4768 -1.0808
C: 2.4383 0.7758 3.7167
C: 2.6680 1.9706 3.0562
C: 2.2961 2.4811 1.8165
C: 1.5003 1.9706 0.7337
N: 0.8920 0.8058 0.6662
C: 1.8645 -0.4846 3.2342
C: 1.3805 2.8325 -0.4837
C: 1.8681 4.1175 -0.6075
C: 1.6958 4.7845 -1.8195
C: 1.1234 4.1262 -2.8813
C: 0.6618 2.8207 -2.7089
N: 0.7263 2.2382 -1.5085
C: 0.2340 1.9702 -3.8409
C: -0.2354 2.5028 -5.0301
C: -0.5074 1.6361 -6.0798
C: -0.2743 0.2854 -5.9023
C: 0.1876 -0.1525 -4.6689
N: 0.4239 0.6598 -3.6473
H: 2.7226 0.7758 4.7651
H: 3.2263 2.6820 3.6551
H: 2.6783 3.4742 1.6443
H: 2.3899 -0.8296 2.3386
H: 2.3745 4.6178 0.2012
H: 2.0582 5.7970 -1.9331
H: 1.0674 4.5935 -3.8530
H: -0.4047 3.5641 -5.1401
H: -0.8843 2.0154 -7.0194
H: -0.4460 -0.4251 -6.6982
H: 0.3877 -1.2057 -4.5100
C: 1.7571 -1.5749 4.2890
Te: -0.0382 -0.0556 2.2928
C: -0.5700 1.6109 3.4570
H: 1.2557 -2.4639 3.9077
H: 1.2090 -1.2296 5.1660
H: 2.7589 -1.8659 4.6060
H: -0.1136 2.5136 3.0615
H: -0.2349 1.4081 4.4730
H: -1.6537 1.6631 3.3975
C: 2.4554 -3.9308 -1.5338
C: 1.1402 -3.3544 -1.0203
C: 0.0608 -4.4419 -1.0047
C: 1.3303 -2.7756 0.3772
N: 0.8242 -2.2448 -1.9498
N: -0.4200 -1.5822 -1.6553
H: 2.7813 -4.7475 -0.8921
H: 3.2315 -3.1660 -1.5561
H: 2.3389 -4.3330 -2.5419
H: 0.3639 -5.2686 -0.3637
H: -0.0993 -4.8402 -2.0082
H: -0.8990 -4.0920 -0.6145
H: 1.8050 -3.5143 1.0236
H: 0.3640 -2.5309 0.8296
H: 1.9657 -1.8860 0.3377
H: 0.7386 -2.6287 -2.8865
H: -1.0113 -2.1277 -1.0248
H: -0.9773 -1.4809 -2.5056
F: -5.0424 -0.0741 -0.6223
C: -4.2403 0.9142 -0.3128
F: -1.7987 0.7065 -2.2175
F: -4.8675 1.9842 0.1074
S: -2.8574 0.4227 0.7115
O: -1.9156 1.5470 0.6598
O: -2.2573 -0.7511 0.0930
N: -3.3676 0.2242 2.1515
S: -3.2540 -1.0994 3.0397
O: -3.6519 -2.2982 2.3887
O: -1.9842 -1.0994 3.7547
C: -4.5181 -0.6702 4.3165
F: -5.6956 -0.5315 3.7378
F: -4.1795 0.4542 4.9301
F: -4.5455 -1.6668 5.1862

2S+1: 6
Kohn-Sham gap (spin up / spin down) (eV): 7.07 / 6.09
HOMO level (spin up / spin down) (eV): -14.04 / -14.97
Total charge: +2
E_tot (eV): -89281.9187
Maximum force (eV Å⁻¹): 0.62
Relative energy (zero: lowest compared OMol25 entry of this formula, charge and spin) (eV): 3.6188